# C23H24N2O4S

C23H24N2O4S in the gas phase at a distorted geometry (the ωB97M-V functional and the def2-TZVPD basis, OMol25).

Cartesian coordinates (Å):
C1 2.60 -2.46 0.62
O1 2.99 -1.25 0.02
C2 4.33 -1.03 -0.18
C3 5.31 -2.00 -0.08
C4 6.63 -1.71 -0.39
C5 6.97 -0.44 -0.80
C6 6.00 0.55 -0.88
C7 4.68 0.28 -0.57
N1 3.67 1.24 -0.61
C8 3.87 2.45 -1.37
S1 2.70 1.39 0.77
O2 3.31 0.76 1.90
O3 2.37 2.79 0.90
C9 1.15 0.58 0.37
C10 0.39 0.09 1.41
C11 -0.85 -0.47 1.16
C12 -1.32 -0.53 -0.15
C13 -2.64 -1.15 -0.49
O4 -2.81 -1.80 -1.50
N2 -3.62 -0.92 0.42
C14 -4.98 -1.40 0.24
C15 -5.42 -2.19 1.48
C16 -5.92 -0.25 -0.04
C17 -6.69 -0.24 -1.19
C18 -7.56 0.81 -1.45
C19 -7.66 1.86 -0.56
C20 -6.89 1.86 0.59
C21 -6.03 0.81 0.85
C22 -0.53 -0.05 -1.19
C23 0.70 0.52 -0.93
H1 1.52 -2.38 0.76
H2 3.09 -2.60 1.58
H3 2.81 -3.31 -0.04
H4 5.05 -3.00 0.23
H5 7.38 -2.48 -0.31
H6 7.99 -0.20 -1.06
H7 6.29 1.55 -1.19
H8 4.64 3.10 -0.94
H9 4.14 2.19 -2.39
H10 2.93 3.00 -1.36
H11 0.80 0.14 2.41
H12 -1.43 -0.88 1.97
H13 -3.44 -0.29 1.18
H14 -4.94 -2.06 -0.63
H15 -6.42 -2.58 1.32
H16 -4.74 -3.02 1.65
H17 -5.42 -1.55 2.36
H18 -6.61 -1.06 -1.89
H19 -8.15 0.80 -2.35
H20 -8.34 2.68 -0.76
H21 -6.97 2.68 1.29
H22 -5.44 0.83 1.76
H23 -0.91 -0.13 -2.20
H24 1.32 0.90 -1.73

## Properties
Structure (SMILES): COc1ccccc1N(C)S(=O)(=O)c1ccc(C(=O)N[C@@H](C)c2ccccc2)cc1
LUMO level, eV: 0.46
Energy, eV: -46245.666
Gap between HOMO and LUMO, eV: 8.82
Energy relative to the best compared isomer or geometry (same formula, charge and spin), kJ/mol: 182.1
Net charge: 0